The following is a quantum chemistry calculation of an isolated molecule of C22H22Cl2N2O2 in a non-equilibrium geometry, from OMol25.

```
! wB97M-V def2-TZVPD RIJCOSX def2/J DEFGRID3
* xyz 0 1
C 3.910 -1.624 1.460
C 3.090 -0.299 1.651
C 3.932 0.816 2.287
C 2.548 0.139 0.294
O 3.252 0.188 -0.850
N 2.451 0.763 -1.888
C 1.271 0.948 -1.345
C 0.139 1.545 -2.096
C -0.586 2.646 -1.558
C -1.664 3.216 -2.235
C -1.957 2.801 -3.520
C -1.211 1.755 -4.096
C -0.208 1.091 -3.386
Cl 0.511 -0.376 -4.074
C 1.292 0.546 0.046
C 0.258 0.780 0.997
O 0.342 1.816 1.630
N -0.868 -0.016 1.066
C -0.871 -1.254 0.390
C -0.142 -2.355 0.891
C -0.091 -3.545 0.183
C -0.777 -3.633 -1.066
Cl -0.768 -5.125 -2.012
C -1.444 -2.533 -1.557
C -1.512 -1.355 -0.845
C -2.008 0.388 1.882
C -2.860 1.432 1.073
C -2.875 -0.773 2.414
H 4.228 -1.990 2.451
H 3.337 -2.398 0.967
H 4.789 -1.398 0.892
H 2.238 -0.508 2.324
H 3.299 1.724 2.390
H 4.217 0.486 3.282
H 4.821 1.099 1.754
H -0.345 3.036 -0.571
H -2.186 4.043 -1.808
H -2.724 3.278 -4.152
H -1.378 1.408 -5.102
H 0.277 -2.305 1.892
H 0.379 -4.373 0.647
H -1.911 -2.488 -2.514
H -2.027 -0.473 -1.225
H -1.661 0.971 2.742
H -3.347 0.903 0.242
H -3.647 1.873 1.679
H -2.253 2.268 0.676
H -3.286 -1.360 1.600
H -3.722 -0.368 3.054
H -2.254 -1.414 3.047
*
```

Summary:
F_max: 2.622 eV Å⁻¹
highest occupied orbital energy: -0.3302 Eh
energy above the lowest of the compared OMol25 structures with the same formula, charge and spin: 0.0000 eV
E_tot: -2031.88498 hartree

=====

The following is a quantum chemistry calculation of a cluster of 5 separate species, C22H22ClF32O5P2 in total in a non-equilibrium geometry, from OMol25.

```
! wB97M-V def2-TZVPD RIJCOSX def2/J DEFGRID3
* xyz 1 1
C 4.146 2.006 -3.530
C 3.396 1.704 -2.245
P 3.241 -0.195 -1.849
P 4.542 -0.685 -0.137
O 4.249 0.531 1.124
Cl 6.613 -0.613 -0.728
H 3.530 1.924 -4.548
H 5.295 2.242 -3.478
H 2.980 2.532 -1.530
H 3.652 -0.939 -3.016
H 1.875 -0.466 -1.478
H 4.864 1.291 0.839
C 1.294 2.040 1.850
C 0.259 1.028 1.338
C -0.572 1.500 0.149
F -1.297 2.606 0.428
F -1.468 0.544 -0.217
F -0.533 0.636 2.372
F 0.947 -0.095 0.956
O 0.900 2.840 2.970
C 0.129 3.997 2.653
C -1.301 3.929 3.203
F -1.963 2.834 2.751
F -2.028 5.009 2.814
F 0.173 4.207 1.316
F 0.787 5.047 3.216
H 2.141 1.453 2.225
H 1.720 2.648 1.044
H 0.060 1.707 -0.718
H -1.299 3.890 4.298
C 3.196 -1.215 5.425
C 4.460 -1.223 4.552
C 4.279 -1.821 3.161
F 3.891 -3.115 3.196
F 5.454 -1.799 2.476
F 5.467 -1.839 5.230
F 4.858 0.080 4.407
O 3.060 -2.294 6.356
C 2.515 -3.498 5.820
C 3.516 -4.660 5.828
F 4.646 -4.356 5.141
F 2.989 -5.765 5.237
F 2.006 -3.246 4.590
F 1.449 -3.806 6.608
H 3.264 -0.321 6.058
H 2.282 -1.064 4.838
H 3.549 -1.253 2.578
H 3.806 -4.921 6.852
C -1.845 -3.670 -4.951
C -0.891 -4.861 -4.776
C -0.241 -4.970 -3.401
F 0.513 -3.891 -3.094
F 0.596 -6.041 -3.352
F 0.042 -4.834 -5.765
F -1.623 -6.000 -4.991
O -1.297 -2.503 -5.573
C -0.584 -1.626 -4.704
C 0.911 -1.542 -5.038
F 1.504 -2.762 -5.001
F 1.571 -0.762 -4.141
F -0.820 -1.986 -3.419
F -1.157 -0.402 -4.859
H -2.628 -4.001 -5.645
H -2.385 -3.426 -4.029
H -0.992 -5.104 -2.618
H 1.066 -1.125 -6.039
C -4.245 2.874 -1.359
C -4.910 4.229 -1.073
C -5.630 4.324 0.268
F -6.636 3.429 0.384
F -6.198 5.550 0.419
F -5.738 4.546 -2.105
F -3.919 5.176 -1.091
O -4.993 1.956 -2.163
C -5.961 1.178 -1.460
C -7.401 1.495 -1.882
F -7.698 2.808 -1.709
F -8.296 0.795 -1.136
F -5.757 1.313 -0.128
F -5.674 -0.120 -1.751
H -3.352 3.088 -1.958
H -3.855 2.398 -0.451
H -4.937 4.179 1.101
H -7.564 1.251 -2.937
*
```

Summary:
F_max: 4.826 eV Å⁻¹
highest occupied orbital energy: -0.4672 Eh
E_tot: -5565.84740 hartree

=====

The following is a quantum chemistry calculation of a structure of composition C22H22CsN7Se2Te2 in a non-equilibrium geometry, from OMol25.

```
! wB97M-V def2-TZVPD RIJCOSX def2/J DEFGRID3
* xyz -2 1
Cs -1.177 -2.463 -1.817
N -2.999 2.554 7.922
C -2.778 2.134 6.869
C -2.489 1.617 5.601
C -3.113 0.442 5.148
C -2.814 -0.060 3.903
C -1.906 0.588 3.066
C -1.292 1.760 3.516
C -1.567 2.268 4.765
C -1.576 0.034 1.733
C -2.205 0.648 0.649
C -3.171 1.700 0.749
C -3.554 1.997 -0.534
C -2.814 1.120 -1.361
N -2.023 0.320 -0.675
C -0.671 -1.027 1.717
C -0.061 -1.609 2.873
C 0.770 -2.595 2.416
C 0.639 -2.577 1.008
N -0.204 -1.658 0.588
H -3.821 -0.060 5.792
H -3.294 -0.963 3.553
H -0.579 2.257 2.874
H -1.065 3.158 5.124
H -3.528 2.146 1.661
H -4.270 2.735 -0.858
H -2.846 1.069 -2.440
H -0.232 -1.310 3.891
H 1.399 -3.252 2.994
H 1.157 -3.222 0.316
Se 0.685 -4.641 -3.492
Te -0.929 -6.499 -3.884
Te -2.783 -5.806 -2.057
Se -4.843 -6.359 -3.314
C 1.881 0.063 -3.941
N 3.101 0.869 -4.084
C 4.161 0.198 -3.335
N 3.830 0.029 -1.927
C 2.589 -0.753 -1.843
N 1.500 -0.098 -2.551
C 1.285 1.211 -1.961
N 2.491 2.048 -2.048
C 2.856 2.163 -3.454
C 3.570 1.346 -1.361
H 2.059 -0.920 -4.384
H 1.075 0.566 -4.487
H 5.079 0.795 -3.416
H 4.331 -0.788 -3.778
H 2.315 -0.866 -0.793
H 2.764 -1.740 -2.277
H 1.006 1.092 -0.913
H 0.470 1.722 -2.480
H 3.767 2.771 -3.535
H 2.043 2.666 -3.989
H 3.298 1.231 -0.308
H 4.484 1.950 -1.434
*
```

Summary:
F_max: 1.842 eV Å⁻¹
highest occupied orbital energy: -0.0135 Eh
energy above the lowest of the compared OMol25 structures with the same formula, charge and spin: 1.0561 eV
E_tot: -6593.95515 hartree

=====

The following is a quantum chemistry calculation of an isolated molecule of C22H22FN3O3, from OMol25.

```
! wB97M-V def2-TZVPD RIJCOSX def2/J DEFGRID3
* xyz 0 1
C -6.885 -2.792 0.639
C -6.683 -1.327 0.297
O -5.286 -1.086 0.165
C -4.931 0.181 -0.117
O -5.746 1.068 -0.260
C -3.487 0.323 -0.228
C -2.529 -0.716 -0.106
C -1.297 -0.157 -0.302
C 0.018 -0.798 -0.294
C 0.437 -1.500 0.834
C 1.672 -2.121 0.861
C 2.478 -2.048 -0.260
F 3.687 -2.658 -0.242
C 2.084 -1.376 -1.402
C 0.853 -0.748 -1.409
N -1.469 1.191 -0.535
C -0.379 2.125 -0.618
C 0.554 1.918 0.588
O 0.125 1.783 1.713
N 1.864 1.930 0.290
C 2.867 1.589 1.270
C 3.992 0.835 0.614
C 4.889 0.077 1.358
C 5.909 -0.582 0.695
C 6.004 -0.458 -0.683
C 5.063 0.323 -1.332
N 4.083 0.952 -0.705
C -2.788 1.497 -0.473
C -3.313 2.875 -0.643
H -7.946 -3.000 0.745
H -6.379 -3.030 1.570
H -6.476 -3.419 -0.149
H -7.084 -0.675 1.082
H -7.180 -1.065 -0.645
H -2.741 -1.749 0.079
H -0.209 -1.538 1.696
H 2.012 -2.658 1.732
H 2.732 -1.354 -2.263
H 0.525 -0.238 -2.303
H -0.781 3.139 -0.567
H 0.170 2.009 -1.557
H 2.215 1.916 -0.659
H 2.397 0.996 2.060
H 3.269 2.502 1.733
H 4.777 0.002 2.429
H 6.615 -1.190 1.241
H 6.780 -0.960 -1.237
H 5.085 0.455 -2.406
H -4.398 2.833 -0.619
H -2.995 3.305 -1.593
H -2.971 3.521 0.166
*
```

Summary:
F_max: 0.685 eV Å⁻¹
highest occupied orbital energy: -0.2894 Eh
energy above the lowest of the compared OMol25 structures with the same formula, charge and spin: 0.0612 eV
E_tot: -1341.45358 hartree